The following is a DFT calculation (ωB97M-V/def2-TZVPD) of H2KO as an isolated structure in a non-equilibrium geometry.

The geometry in XYZ format:
```
4
Properties=species:S:1:pos:R:3:forces:R:3
K -0.105 -0.175 0.220 0.07 -0.03 0.09
H 1.343 1.054 -2.840 0.05 0.98 0.07
H 0.490 1.999 -1.944 0.75 0.29 -0.85
O 1.319 1.966 -2.474 -0.87 -1.24 0.69
```
Positions in Å, forces in eV/Å.

Values from the calculation:
Max |F| (hartree/bohr): 0.0324
LUMO level (eV): -4.92
ΔE to the lowest compared entry with this formula, charge and spin (kJ/mol): 87.7
HOMO-LUMO gap (eV): 10.727
M (g mol⁻¹): 57.1
Total charge: +1
Total energy (eV): -18398.9875


The following is a DFT calculation (ωB97M-V/def2-TZVPD) of H2LiO as an isolated structure in a non-equilibrium geometry.

The geometry in XYZ format:
```
4
Properties=species:S:1:pos:R:3:forces:R:3
H 0.819 -2.755 0.727 -0.23 0.83 -0.35
Li 0.015 -0.098 0.015 0.44 -0.32 0.12
H -0.589 -2.302 0.238 0.85 -0.28 0.09
O 0.345 -2.000 0.311 -1.06 -0.24 0.15
```
Positions in Å, forces in eV/Å.

Values from the calculation:
Max |F| (hartree/bohr): 0.0213
LUMO level (eV): -5.14
ΔE to the lowest compared entry with this formula, charge and spin (kJ/mol): 22.1
HOMO-LUMO gap (eV): 13.073
M (g mol⁻¹): 25.0
Total charge: +1
Total energy (eV): -2279.1042


The following is a DFT calculation (ωB97M-V/def2-TZVPD) of H2MgO as an isolated structure in a non-equilibrium geometry.

The geometry in XYZ format:
```
4
Properties=species:S:1:pos:R:3:forces:R:3
H -0.403 -2.631 -0.209 0.14 0.49 0.22
Mg 0.059 0.484 -0.113 -0.23 -1.87 0.48
O -0.233 -1.920 0.449 -0.04 0.92 -0.38
H -0.413 -2.341 1.320 0.14 0.46 -0.32
```
Positions in Å, forces in eV/Å.

Values from the calculation:
Max |F| (hartree/bohr): 0.0378
LUMO level (eV): -14.45
ΔE to the lowest compared entry with this formula, charge and spin (kJ/mol): 76.1
HOMO-LUMO gap (eV): 8.448
M (g mol⁻¹): 42.3
Total charge: +2
Total energy (eV): -7503.6956


The following is a DFT calculation (ωB97M-V/def2-TZVPD) of one molecule with the formula H2N2O3 in a non-equilibrium geometry.

The geometry in XYZ format:
```
7
Properties=species:S:1:pos:R:3:forces:R:3
O 1.885 0.006 -0.205 -0.16 -0.22 -0.19
N -0.514 -0.200 0.286 0.36 -0.40 -1.13
O 0.135 -1.402 0.407 1.36 -0.63 0.69
N 0.773 -0.635 -0.599 -3.09 0.19 -1.31
H -1.763 0.485 -0.737 -1.09 -1.51 -0.08
H 1.906 -0.165 0.719 0.65 0.10 1.93
O -1.740 -0.470 -0.431 1.97 2.46 0.08
```
Positions in Å, forces in eV/Å.

Values from the calculation:
Max |F| (hartree/bohr): 0.0654
LUMO level (eV): 1.10
ΔE to the lowest compared entry with this formula, charge and spin (kJ/mol): 251.1
HOMO-LUMO gap (eV): 11.412
M (g mol⁻¹): 78.0
Total energy (eV): -9147.6359


The following is a DFT calculation (ωB97M-V/def2-TZVPD) of a 2-piece molecular cluster, H2N2O3S overall in a non-equilibrium geometry.

The geometry in XYZ format:
```
8
Properties=species:S:1:pos:R:3:forces:R:3
N -0.109 0.235 3.708 -0.76 0.72 -0.98
S -1.337 0.476 0.451 -2.96 1.93 0.67
O -1.124 0.350 2.048 1.09 -0.70 0.29
H 0.583 0.139 0.748 1.23 -0.88 0.22
O 0.424 -0.714 3.805 0.10 -0.39 -0.20
N 0.266 0.390 -0.175 -0.08 -0.27 1.09
O -2.055 1.778 0.312 1.81 -1.56 -0.63
H 0.862 1.178 -0.359 -0.43 1.15 -0.46
```
Positions in Å, forces in eV/Å.

Values from the calculation:
Max |F| (hartree/bohr): 0.0699
LUMO level (eV): -2.32
ΔE to the lowest compared entry with this formula, charge and spin (kJ/mol): 277.9
HOMO-LUMO gap (eV): 6.488
M (g mol⁻¹): 110.1
Total energy (eV): -19985.0095


The following is a DFT calculation (ωB97M-V/def2-TZVPD) of H2N2O3Si as an isolated structure in a non-equilibrium geometry.

The geometry in XYZ format:
```
8
Properties=species:S:1:pos:R:3:forces:R:3
H 0.259 1.573 1.088 0.60 0.21 0.03
O -2.053 0.090 1.103 0.86 -0.04 -0.18
H 0.491 0.808 -1.389 0.35 0.29 0.67
N -1.388 0.111 0.069 -2.17 -0.55 -0.33
Si 0.399 0.512 0.083 0.90 -0.93 -0.88
O 2.683 -1.571 -0.009 -1.21 0.80 0.17
O -1.915 -0.023 -1.039 0.60 -0.06 0.47
N 1.525 -1.499 0.093 0.05 0.28 0.04
```
Positions in Å, forces in eV/Å.

Values from the calculation:
Max |F| (hartree/bohr): 0.0439
LUMO level (alpha / beta) (eV): -1.23 / -1.22
ΔE to the lowest compared entry with this formula, charge and spin (kJ/mol): 212.5
HOMO-LUMO gap (alpha / beta) (eV): 7.872 / 7.877
M (g mol⁻¹): 106.1
Total energy (eV): -17026.1798


Q: Which of these has the lowest max |F|?
A: H2LiO